Entry 1:
DFT (the ωB97M-V functional and the def2-TZVPD basis) results for C23H12Co2N2O8 as an isolated structure.

Net charge: -2
HOMO energy (eV): -0.910
Gap between HOMO and LUMO (Eh): 0.2036
Molar mass (u): 562.2

Element x y z (Å)
Co1 -0.16 1.24 2.31
Co2 0.62 -0.99 1.66
O1 1.66 3.31 1.41
O2 0.28 0.96 5.18
O3 3.11 0.37 0.91
O4 6.06 0.32 -3.81
O5 1.18 -1.86 4.44
O6 5.59 2.45 -3.74
O7 -2.58 2.85 2.39
O8 1.64 -3.48 0.53
N1 -2.05 1.96 -3.66
N2 5.22 1.25 -3.75
C1 -4.76 -1.39 1.71
C2 0.92 -1.43 3.40
C3 -0.30 0.14 -3.08
C4 -0.74 -0.89 -1.01
C5 2.91 2.02 -3.59
C6 -0.51 -0.73 0.31
C7 2.05 -0.65 -3.43
C8 1.22 -2.50 0.99
C9 0.14 1.00 4.02
C10 -2.64 -0.94 3.47
C11 -1.08 -0.40 1.55
C12 -1.22 1.17 -3.37
C13 -2.41 -0.81 2.09
C14 -3.48 -1.12 1.21
C15 -1.60 2.23 2.37
C16 3.83 0.96 -3.70
C17 -3.91 -1.24 3.97
C18 2.05 0.04 1.26
C19 -4.99 -1.40 3.09
C20 1.08 0.40 -3.34
C21 1.57 1.75 -3.39
C22 3.39 -0.38 -3.63
C23 0.99 2.44 1.74
H1 -1.79 -0.80 4.15
H2 -1.65 -0.50 -1.48
H3 -0.67 -0.87 -3.33
H4 -4.05 -1.33 5.05
H5 -3.29 -1.12 0.13
H6 1.72 -1.68 -3.30
H7 4.13 -1.17 -3.76
H8 3.30 3.04 -3.67
H9 -5.57 -1.59 1.01
H10 -0.15 -1.66 -1.53
H11 -5.98 -1.58 3.48
H12 0.89 2.59 -3.25

List of Löwdin charges in e, atom by atom:
1. Co 0.047
2. Co 0.056
3. O 0.082
4. O 0.066
5. O 0.113
6. O -0.034
7. O 0.108
8. O -0.033
9. O 0.085
10. O 0.113
11. N 0.066
12. N -0.375
13. C -0.109
14. C -0.139
15. C -0.213
16. C -0.051
17. C -0.017
18. C -0.289
19. C -0.051
20. C -0.121
21. C -0.221
22. C -0.044
23. C -0.286
24. C -0.318
25. C -0.198
26. C -0.022
27. C -0.172
28. C -0.210
29. C -0.108
30. C -0.136
31. C -0.134
32. C -0.240
33. C -0.038
34. C -0.023
35. C -0.217
36. H 0.095
37. H 0.053
38. H 0.100
39. H 0.091
40. H 0.104
41. H 0.097
42. H 0.104
43. H 0.105
44. H 0.090
45. H 0.051
46. H 0.078
47. H 0.099

Entry 2:
DFT (the ωB97M-V functional and the def2-TZVPD basis) results for C23H13Cl3CoN7O2S3 as an isolated structure.

Net charge: -1
ΔE to the lowest compared entry with this formula, charge and spin (kcal/mol): 20.55
Spin multiplicity: 2
⟨S²⟩: 0.780
HOMO energy (spin up / spin down) (eV): -4.654 / -4.618
Gap between HOMO and LUMO (spin up / spin down) (Eh): 0.2247 / 0.2234
Molar mass (u): 680.9

Element x y z (Å)
Co1 -2.75 -0.68 2.20
Cl1 2.60 5.12 -0.78
Cl2 -0.50 1.32 -4.34
Cl3 4.81 0.42 -2.08
S1 -2.70 -0.60 4.58
S2 2.08 1.51 -5.82
S3 -2.86 1.60 2.71
O1 -2.71 -2.72 1.79
O2 0.77 -1.19 -2.13
N1 -6.64 -5.03 2.79
N2 -4.59 -0.90 1.81
N3 -0.79 -0.61 1.71
N4 -3.59 -3.59 2.06
N5 -3.35 1.26 7.87
N6 -3.54 4.48 4.98
N7 1.14 -1.07 0.78
C1 1.10 1.44 -0.98
C2 -2.97 1.08 4.35
C3 -3.41 3.34 5.16
C4 -4.86 -3.27 2.21
C5 2.02 -0.84 -1.54
C6 2.19 0.66 -1.38
C7 3.18 0.19 -5.84
C8 0.80 -1.55 -3.51
C9 2.10 -1.56 -0.18
C10 3.40 1.31 -1.59
C11 -0.17 -1.36 0.82
C12 -5.15 -1.89 2.01
C13 1.49 -0.59 -4.44
C14 -5.82 -4.26 2.53
C15 1.36 -0.07 1.71
C16 -3.24 1.96 5.39
C17 1.01 0.65 -4.78
C18 3.53 2.68 -1.43
C19 -3.31 1.55 6.75
C20 0.16 0.20 2.28
C21 2.43 3.42 -1.01
C22 1.21 2.80 -0.78
C23 2.74 -0.84 -5.07
H1 1.90 -2.62 -0.37
H2 4.48 3.16 -1.62
H3 -0.24 -1.67 -3.80
H4 3.28 -1.77 -4.97
H5 2.34 0.35 1.88
H6 -0.64 -2.12 0.21
H7 -0.10 0.92 3.04
H8 4.09 0.26 -6.41
H9 2.84 -1.23 -2.15
H10 1.30 -2.52 -3.60
H11 0.15 0.95 -0.83
H12 3.10 -1.45 0.23
H13 0.36 3.37 -0.45

List of Löwdin charges in e, atom by atom:
1. Co 0.085
2. Cl 0.684
3. Cl 0.694
4. Cl 0.712
5. S 0.597
6. S 0.999
7. S 0.611
8. O -0.199
9. O -0.108
10. N 0.132
11. N 0.122
12. N -0.015
13. N 0.000
14. N 0.121
15. N 0.119
16. N -0.065
17. C -0.024
18. C -1.127
19. C -0.287
20. C -0.316
21. C -0.290
22. C -0.190
23. C -0.412
24. C -0.142
25. C -0.052
26. C -0.580
27. C -0.119
28. C -0.089
29. C -0.328
30. C -0.202
31. C -0.054
32. C -0.409
33. C -0.972
34. C -0.132
35. C -0.279
36. C -0.118
37. C -0.664
38. C -0.073
39. C -0.160
40. H 0.140
41. H 0.103
42. H 0.128
43. H 0.115
44. H 0.126
45. H 0.140
46. H 0.090
47. H 0.066
48. H 0.110
49. H 0.129
50. H 0.128
51. H 0.136
52. H 0.119

Entry 3:
DFT (the ωB97M-V functional and the def2-TZVPD basis) results for C23H13F8N2OS2W as an isolated structure.

Net charge: +1
Spin multiplicity: 3
⟨S²⟩: 2.020
HOMO energy (spin up / spin down) (eV): -11.011 / -11.606
Gap between HOMO and LUMO (spin up / spin down) (Eh): 0.2584 / 0.2735
Molar mass (u): 733.3

Element x y z (Å)
W1 11.42 9.32 6.01
S1 12.94 8.63 7.76
S2 9.87 9.76 4.26
F1 13.00 16.28 6.57
F2 6.90 4.61 4.78
F3 7.06 8.98 3.20
F4 5.85 6.63 3.30
F5 14.91 15.38 6.68
F6 14.10 15.83 4.69
F7 10.77 7.20 5.42
F8 9.48 4.89 5.74
O1 13.15 8.87 5.01
N1 14.35 8.54 5.54
N2 12.18 11.42 5.98
C1 13.23 13.15 4.74
C2 8.89 5.87 5.02
C3 16.58 7.94 5.24
C4 13.79 15.38 5.94
C5 16.62 7.50 6.57
C6 7.02 6.78 3.85
C7 9.92 7.65 8.07
C8 12.74 13.41 7.10
C9 8.72 7.29 8.70
C10 9.05 9.89 7.82
C11 9.54 7.06 4.88
C12 7.67 8.21 8.77
C13 12.26 12.14 7.12
C14 10.05 8.98 7.54
C15 15.38 8.37 4.74
C16 7.71 7.97 3.74
C17 14.36 8.36 6.90
C18 9.01 8.17 4.21
C19 7.57 5.75 4.60
C20 13.19 13.95 5.92
C21 12.63 11.88 4.81
C22 7.84 9.50 8.38
C23 15.56 7.79 7.41
H1 7.05 10.17 8.49
H2 13.75 13.45 3.82
H3 15.23 8.78 3.75
H4 15.68 7.60 8.47
H5 9.14 10.90 7.52
H6 10.70 6.92 7.85
H7 17.42 7.90 4.60
H8 8.60 6.33 9.14
H9 12.76 13.99 8.03
H10 17.54 7.04 6.92
H11 11.84 11.74 7.97
H12 12.65 11.19 3.96
H13 6.80 7.82 9.23

List of Löwdin charges in e, atom by atom:
1. W 1.220
2. S 0.781
3. S 0.666
4. F 0.152
5. F 0.149
6. F 0.126
7. F 0.171
8. F 0.154
9. F 0.136
10. F -0.030
11. F 0.121
12. O -0.316
13. N -0.170
14. N -0.098
15. C 0.068
16. C -0.124
17. C -0.022
18. C -0.542
19. C -0.025
20. C -0.146
21. C -0.132
22. C 0.023
23. C -0.051
24. C -0.124
25. C -0.239
26. C -0.073
27. C -0.078
28. C -0.416
29. C -0.008
30. C -0.235
31. C -0.607
32. C -0.419
33. C -0.106
34. C -0.051
35. C -0.109
36. C -0.066
37. C -0.042
38. H 0.095
39. H 0.137
40. H 0.150
41. H 0.123
42. H 0.081
43. H 0.074
44. H 0.112
45. H 0.101
46. H 0.150
47. H 0.125
48. H 0.097
49. H 0.115
50. H 0.106